Record 1
The following is a quantum chemistry calculation of C6H12P as an isolated structure in a non-equilibrium geometry, from the OMol25 dataset.

```
19
Properties=species:S:1:pos:R:3:forces:R:3:mulliken_charge:R:1
C -0.06645 -1.40141 1.59566 -0.32 1.13 -3.01 -0.448
C 0.31788 -0.16919 1.33436 -0.12 1.49 2.65 -0.387
C -0.51887 -2.26664 0.49399 1.05 0.48 -0.79 -0.309
C -0.68396 -1.63145 -0.87131 3.59 1.06 1.69 -0.781
C -1.13814 1.82307 -0.10843 -0.54 -3.65 -3.58 -1.027
C 1.77215 1.43081 -0.57528 -3.42 -0.38 -5.10 -0.988
P 0.18452 0.53508 -0.29492 -1.00 -2.76 0.82 0.438
H -0.10236 -1.90200 2.48300 0.14 -0.61 2.75 0.518
H 0.44730 0.43758 2.28633 0.46 -0.25 -1.56 0.336
H 0.25391 -3.00371 0.52627 0.40 -1.08 -0.63 0.314
H -1.40107 -2.71434 0.84824 -1.44 -0.77 0.07 0.362
H -0.03345 -2.03906 -1.63897 -0.06 0.32 -0.05 0.357
H -1.66754 -1.55297 -1.14019 -2.34 0.87 -0.96 0.376
H -1.22209 2.21467 -1.17108 -0.22 0.30 1.66 0.384
H -0.73367 2.39958 0.64813 0.06 1.79 1.42 0.436
H -2.02669 1.14478 0.12422 0.95 1.51 0.02 0.319
H 2.60970 0.87492 -0.85292 1.27 -1.16 0.07 0.384
H 1.79836 1.91996 0.31245 0.69 2.09 2.38 0.371
H 1.48503 2.03291 -1.54427 0.85 -0.38 2.16 0.345
```
Positions in Å, forces in eV/Å.

ΔE to the lowest compared entry with this formula, charge and spin = 57.52 kcal per mole
molar mass = 115.1 g mol⁻¹
total charge = +1
energy = -15696.1086 eV
HOMO energy = -14.2 eV
LUMO energy = -0.170 Ha



Record 2
The following is a quantum chemistry calculation of one molecule with the formula C6H12SSi in a non-equilibrium geometry, from the OMol25 dataset.

```
20
Properties=species:S:1:pos:R:3:forces:R:3:mulliken_charge:R:1
C -0.09542 -0.05977 -0.45375 0.65 -5.26 3.02 -0.286
C 0.06381 -1.52615 0.02123 -1.22 7.20 -0.32 0.382
C -0.27228 0.15015 2.03268 2.96 0.70 -1.31 -0.728
C -0.71709 0.82491 0.66968 2.15 -1.83 -0.20 0.624
C 0.22753 -2.80038 -0.67906 0.10 1.33 -2.10 -1.242
C -0.51204 2.31598 0.60557 -0.07 -0.03 -0.95 -1.569
Si 0.77931 0.52100 -1.91889 1.93 -0.63 -0.01 0.270
S -0.25490 -1.65135 1.75936 -0.31 0.38 -0.53 -0.182
H 0.87575 0.41974 2.35598 -2.77 -0.27 -1.00 0.288
H -0.90707 0.44444 2.82272 -0.75 0.04 0.99 0.448
H -1.74351 0.69232 0.48448 -1.76 -0.52 0.41 0.244
H -0.35930 -2.74853 -1.63661 -0.15 -0.58 1.20 0.288
H -0.02956 -3.49858 0.07651 -0.23 -1.56 -0.23 0.432
H 1.21852 -2.91659 -1.10470 0.55 -0.28 0.53 0.298
H 0.53177 2.52227 0.91867 -0.37 0.52 -1.12 0.363
H -1.09733 2.69492 1.40448 -0.72 0.72 0.82 0.428
H -1.00916 2.74543 -0.37063 1.75 -0.59 1.77 0.352
H 0.54188 -0.40826 -3.00819 -0.33 -0.17 -0.66 -0.156
H 2.36258 0.37981 -1.80432 -1.41 0.43 0.05 -0.105
H 0.39652 1.89864 -2.17519 -0.01 0.40 -0.34 -0.151
```
Positions in Å, forces in eV/Å.

ΔE to the lowest compared entry with this formula, charge and spin = 41.15 kcal per mole
molar mass = 144.3 g mol⁻¹
SMILES = CC1=C([SiH3])[C@H](C)CS1
energy = -25126.7231 eV
HOMO energy = -7.6 eV
LUMO energy = 0.019 Ha